No. 1
234
Properties=species:S:1:pos:R:3 method="wB97M-V/def2-TZVPD" gap_ev=9.794 lumo_ha=0.01182 e_tot_ev=-162431.508 fmax_ev_per_a=3.10
C 0.904 -0.034 -4.559
C -0.088 -0.077 -5.698
O -1.289 -0.208 -4.995
C -2.408 0.074 -5.824
C -3.654 -0.220 -4.974
H 1.905 -0.072 -4.937
H 0.720 0.955 -4.026
H 0.769 -0.885 -3.963
H -0.198 0.886 -6.173
H -0.081 -0.847 -6.429
H -2.395 1.085 -6.203
H -2.397 -0.578 -6.760
H -3.764 -1.323 -4.931
H -4.588 0.071 -5.516
H -3.732 0.333 -4.002
C -5.485 -1.178 -1.517
C -5.487 -2.692 -1.793
O -4.602 -3.291 -0.846
C -4.839 -4.702 -0.671
C -3.930 -5.219 0.425
H -4.420 -0.815 -1.502
H -6.080 -0.732 -2.343
H -5.881 -0.884 -0.574
H -6.467 -3.069 -1.595
H -5.140 -2.903 -2.815
H -5.869 -4.778 -0.321
H -4.563 -5.124 -1.687
H -2.918 -5.096 0.171
H -4.097 -6.265 0.649
H -4.045 -4.658 1.314
C 2.663 0.349 4.708
C 3.152 1.588 5.438
O 2.869 2.760 4.660
C 3.056 3.925 5.417
C 2.844 5.156 4.583
H 2.765 -0.567 5.343
H 1.620 0.388 4.327
H 3.251 0.070 3.831
H 2.668 1.649 6.381
H 4.209 1.474 5.706
H 2.312 3.893 6.311
H 4.083 4.030 5.755
H 1.870 5.136 4.034
H 3.647 5.149 3.814
H 2.836 5.986 5.241
C 2.762 -4.432 -3.844
C 3.207 -3.251 -4.662
O 4.639 -3.082 -4.593
C 5.118 -1.986 -5.374
C 6.509 -2.397 -5.714
H 3.281 -5.278 -4.223
H 3.049 -4.343 -2.800
H 1.696 -4.642 -4.034
H 2.924 -3.392 -5.708
H 2.769 -2.327 -4.243
H 4.376 -1.910 -6.231
H 5.075 -1.042 -4.829
H 6.956 -2.867 -4.875
H 7.228 -1.563 -5.859
H 6.534 -3.124 -6.498
C -0.989 3.082 -3.514
C 0.100 3.676 -4.421
O 1.058 4.333 -3.609
C 2.157 4.892 -4.340
C 3.269 5.148 -3.399
H -0.457 2.670 -2.652
H -1.716 3.837 -3.175
H -1.508 2.236 -4.000
H 0.618 2.890 -5.017
H -0.297 4.452 -5.118
H 2.473 4.203 -5.134
H 1.879 5.798 -4.819
H 4.146 5.713 -3.734
H 3.621 4.174 -3.056
H 2.800 5.574 -2.530
C -1.575 0.161 5.642
C -1.862 1.335 4.783
O -1.245 2.456 5.454
C -1.633 3.762 5.020
C -0.748 4.725 5.780
H -0.531 -0.147 5.527
H -1.609 0.380 6.655
H -2.152 -0.765 5.417
H -1.533 1.298 3.742
H -2.955 1.515 4.742
H -1.641 3.821 3.902
H -2.723 3.958 5.227
H -1.121 5.726 5.617
H 0.342 4.736 5.515
H -0.889 4.452 6.817
C 6.825 -1.645 -0.487
C 5.874 -1.171 -1.543
O 4.827 -0.413 -0.982
C 3.986 0.122 -1.939
C 4.416 1.456 -2.528
H 6.343 -2.103 0.374
H 7.613 -2.269 -0.879
H 7.279 -0.779 -0.057
H 6.344 -0.495 -2.291
H 5.484 -2.075 -2.120
H 3.826 -0.596 -2.797
H 3.017 0.317 -1.460
H 3.785 1.797 -3.301
H 5.458 1.417 -2.957
H 4.312 2.249 -1.791
C -3.056 2.851 -0.462
C -3.613 3.279 0.874
O -5.040 2.992 0.809
C -5.802 3.655 1.770
C -7.236 3.277 1.514
H -3.744 3.165 -1.262
H -2.043 3.251 -0.606
H -2.961 1.770 -0.414
H -3.144 2.714 1.778
H -3.519 4.323 1.171
H -5.515 3.424 2.765
H -5.734 4.757 1.647
H -7.628 3.504 0.519
H -7.819 3.769 2.331
H -7.475 2.201 1.668
C -1.058 6.689 -2.118
C -0.243 6.081 -1.003
O -0.838 6.536 0.232
C -0.393 5.909 1.405
C -1.045 6.743 2.524
H -0.482 6.656 -3.081
H -1.951 6.097 -2.139
H -1.221 7.742 -1.912
H -0.121 4.974 -1.054
H 0.802 6.534 -1.018
H -0.756 4.871 1.411
H 0.698 5.931 1.396
H -0.621 6.360 3.470
H -2.120 6.561 2.502
H -0.901 7.820 2.405
C -0.999 -2.030 -1.031
C -1.143 -1.092 0.075
O -0.175 -0.099 -0.025
C 0.019 0.690 1.192
C 1.119 1.699 1.036
H -1.917 -2.620 -1.246
H -0.757 -1.491 -1.921
H -0.157 -2.718 -0.913
H -2.102 -0.544 0.056
H -1.181 -1.713 0.980
H -0.957 1.274 1.411
H 0.231 0.005 2.025
H 0.741 2.441 0.303
H 2.114 1.272 0.831
H 1.274 2.265 1.958
C 2.354 -2.071 0.971
C 3.475 -3.069 1.094
O 4.638 -2.561 1.926
C 4.621 -2.886 3.203
O 3.902 -3.641 3.754
C 5.869 -2.258 3.863
F 6.983 -2.940 3.642
F 6.062 -1.016 3.424
F 5.663 -2.318 5.189
H 2.238 -1.512 1.848
H 1.430 -2.646 0.767
H 2.503 -1.383 0.191
H 3.926 -3.421 0.179
H 3.117 -3.958 1.586
C -4.024 -3.058 5.774
C -2.603 -3.494 6.071
O -1.878 -3.292 4.870
C -0.618 -3.856 4.809
O -0.190 -4.609 5.629
C 0.082 -3.363 3.542
F -0.732 -3.444 2.389
F 0.462 -2.089 3.714
F 1.141 -4.124 3.292
H -4.115 -1.986 5.410
H -4.637 -3.128 6.718
H -4.585 -3.674 5.052
H -2.421 -4.514 6.401
H -2.179 -2.946 6.951
C 5.264 3.117 2.330
C 4.838 3.536 0.929
O 4.118 4.855 0.979
C 4.861 5.899 0.781
O 6.044 5.949 0.680
C 3.986 7.207 0.743
F 4.661 8.326 0.664
F 3.142 7.166 -0.265
F 3.268 7.226 1.902
H 4.415 3.016 2.997
H 6.075 3.742 2.746
H 5.645 2.135 2.330
H 3.988 2.951 0.537
H 5.685 3.551 0.221
C -4.526 -1.057 2.232
C -5.147 0.291 2.587
O -5.497 0.323 4.021
C -6.714 -0.232 4.277
O -7.416 -0.874 3.547
C -6.980 -0.003 5.783
F -7.597 1.231 5.971
F -7.840 -0.912 6.199
F -5.862 0.009 6.510
H -3.812 -1.310 3.034
H -3.963 -1.020 1.297
H -5.346 -1.830 2.127
H -6.002 0.466 1.926
H -4.412 1.095 2.516
C -1.242 -3.683 -3.978
C -1.760 -4.347 -5.238
O -0.736 -5.252 -5.786
C 0.314 -4.710 -6.424
O 0.501 -3.560 -6.685
C 1.276 -5.815 -6.933
F 2.476 -5.355 -7.292
F 1.499 -6.847 -6.065
F 0.714 -6.393 -8.090
H -0.369 -3.039 -4.101
H -0.911 -4.439 -3.259
H -1.996 -3.051 -3.482
H -2.130 -3.600 -5.923
H -2.612 -5.006 -5.013
C -2.613 -6.801 -2.698
C -1.397 -7.675 -2.731
O -0.290 -7.023 -2.024
C -0.141 -7.272 -0.706
O -0.645 -8.123 -0.032
C 0.786 -6.274 -0.075
F 1.231 -6.688 1.115
F 1.869 -6.054 -0.801
F 0.093 -5.109 0.146
H -2.399 -5.774 -3.053
H -2.994 -6.830 -1.694
H -3.280 -7.183 -3.462
H -1.052 -7.854 -3.753
H -1.606 -8.611 -2.206

=====

No. 2
82
Properties=species:S:1:pos:R:3 method="wB97M-V/def2-TZVPD" total_charge=-1 gap_ev=4.890 e_above_lowest_kj_mol=506.6 lumo_ha=0.02100 e_tot_ev=-131341.890 fmax_ev_per_a=7.43
C 5.979 -0.268 -1.668
C 4.655 -0.913 -0.956
N 3.928 -1.572 -2.049
P 2.178 -1.876 -1.834
S 2.331 -2.136 0.350
C 1.718 -0.044 -1.729
C 1.457 0.669 -0.347
C -0.041 0.518 0.253
C -0.099 0.047 1.766
C 0.285 1.185 2.841
F 1.652 1.450 2.729
F 0.160 0.492 4.094
C -0.706 2.408 2.925
F -1.915 2.092 2.268
F -1.095 2.560 4.278
S -0.141 4.083 2.325
F 1.154 4.161 3.339
F -1.050 4.804 3.550
F -1.481 4.180 1.319
F 0.715 3.508 1.048
F 0.244 5.614 1.822
C 1.880 -1.867 -3.765
S 3.450 -1.921 -4.775
C 3.301 -3.259 -6.073
C 1.900 -3.257 -6.851
P 2.747 -4.069 -1.869
O 2.184 -4.928 -0.518
O 2.511 -4.798 -3.371
S 0.086 -2.557 -1.670
O -0.173 -3.955 -2.199
O -0.912 -1.697 -2.434
F -0.335 -2.667 -0.014
H 6.549 0.373 -0.919
H 6.630 -1.079 -2.125
H 5.613 0.429 -2.486
H 4.180 -0.032 -0.450
H 5.126 -1.650 -0.210
H 4.428 -2.474 -2.155
H 3.444 -2.889 0.656
H 0.826 0.268 -2.380
H 2.600 0.513 -2.215
H 1.464 1.791 -0.634
H 2.259 0.638 0.445
H -0.692 -0.183 -0.350
H -0.599 1.521 0.216
H 0.538 -0.844 2.039
H -1.181 -0.272 1.974
H 1.135 -2.681 -4.079
H 1.372 -0.898 -4.109
H 3.555 -4.291 -5.677
H 4.108 -3.024 -6.854
H 1.418 -4.293 -6.918
H 2.064 -2.846 -7.908
H 1.204 -2.522 -6.333
H 2.531 -5.840 -0.526
H 1.712 -5.363 -3.444
C -3.034 -4.298 -0.730
C -4.054 -5.339 -1.130
C -4.862 -4.967 -2.338
O -6.065 -5.707 -2.133
C -6.201 -5.862 -0.787
O -7.188 -6.274 -0.251
O -5.069 -5.484 -0.133
H -2.560 -4.574 0.214
H -2.260 -4.193 -1.493
H -3.505 -3.324 -0.570
H -3.567 -6.312 -1.256
H -4.379 -5.260 -3.272
H -5.113 -3.903 -2.385
C -2.283 6.713 5.345
C -3.307 7.727 5.804
C -2.928 9.150 5.518
O -3.642 9.859 6.527
C -3.787 9.001 7.576
O -4.176 9.319 8.659
O -3.426 7.735 7.227
H -2.563 5.712 5.680
H -2.197 6.707 4.258
H -1.300 6.923 5.774
H -4.290 7.481 5.387
H -3.236 9.475 4.523
H -1.859 9.351 5.645

=====

No. 3
69
Properties=species:S:1:pos:R:3 method="wB97M-V/def2-TZVPD" total_charge=+1 gap_ev=9.317 lumo_ha=-0.10001 e_tot_ev=-79079.533 fmax_ev_per_a=1.36
C 1.922 -3.523 -0.438
C 2.535 -2.229 0.129
C 3.014 -1.267 -0.982
I 4.180 0.272 -0.071
P 1.574 -0.550 -1.800
C 1.216 -1.473 -3.336
C -0.047 -2.295 -3.208
O -0.055 -3.485 -3.242
O -1.180 -1.517 -3.122
C -1.869 -1.489 -1.891
C -2.241 -0.102 -1.462
O -2.117 -2.492 -1.296
P 1.634 1.658 -2.085
N 1.222 2.322 -0.741
H 0.831 -3.510 -0.394
H 2.216 -3.681 -1.479
H 2.284 -4.379 0.127
H 1.771 -1.702 0.710
H 3.353 -2.412 0.824
H 3.626 -1.801 -1.707
H 0.484 -0.743 -0.955
H 1.081 -0.765 -4.157
H 2.046 -2.128 -3.590
H -2.103 -0.045 -0.384
H -1.615 0.650 -1.941
H -3.273 0.111 -1.741
H 2.919 1.881 -2.600
H 0.739 1.842 -3.158
H 0.332 2.805 -0.900
C -2.998 3.114 2.734
C -4.013 2.283 1.973
O -3.611 2.509 0.606
C -2.318 2.867 0.599
O -1.651 2.959 -0.388
O -1.869 3.098 1.842
H -2.724 2.691 3.695
H -3.316 4.148 2.870
H -3.933 1.220 2.194
H -5.039 2.595 2.120
C 5.107 -0.226 -6.762
C 3.778 0.350 -6.310
O 3.562 -0.339 -5.062
C 4.773 -0.749 -4.590
O 4.954 -1.199 -3.503
O 5.724 -0.565 -5.511
H 5.726 0.480 -7.305
H 4.992 -1.136 -7.351
H 3.835 1.421 -6.112
H 2.959 0.150 -6.995
C -8.694 3.261 3.412
C -8.376 3.595 4.858
O -7.497 2.523 5.227
C -6.933 2.025 4.111
O -6.039 1.240 4.091
O -7.518 2.544 3.007
H -8.837 4.133 2.782
H -9.555 2.598 3.315
H -7.837 4.538 4.961
H -9.246 3.605 5.507
C 4.485 -2.308 5.404
C 3.306 -2.932 4.679
O 3.609 -2.636 3.307
C 4.949 -2.447 3.196
O 5.534 -2.355 2.166
O 5.518 -2.383 4.415
H 4.784 -2.848 6.297
H 4.315 -1.260 5.653
H 3.266 -4.015 4.801
H 2.348 -2.501 4.952

=====

No. 4
16
Properties=species:S:1:pos:R:3 method="wB97M-V/def2-TZVPD" gap_ev=8.227 e_above_lowest_kj_mol=122.3 lumo_ha=-0.03799 e_tot_ev=-17126.208 fmax_ev_per_a=3.49
C -1.828 1.275 0.572
C -1.388 0.486 -0.707
C -0.162 -0.168 -0.318
C 0.111 -1.456 -0.209
C 1.503 -1.848 0.185
C 2.321 -0.806 0.355
P 1.426 0.795 0.010
N 1.907 2.195 0.014
H -1.831 0.737 1.503
H -2.759 1.935 0.541
H -0.908 1.877 0.620
H -1.013 1.295 -1.446
H -1.957 -0.240 -1.257
H -0.357 -2.292 -0.647
H 1.584 -2.850 0.484
H 3.353 -0.935 0.300

=====

No. 5
15
Properties=species:S:1:pos:R:3 method="wB97M-V/def2-TZVPD" total_charge=-1 gap_ev=6.468 e_above_lowest_kj_mol=385.9 lumo_ha=0.14772 e_tot_ev=-9860.787 fmax_ev_per_a=5.14
H 0.438 -2.005 -1.606
N 1.154 -2.062 -0.830
C 0.824 -0.964 0.070
O 0.467 -0.822 1.275
C 1.118 0.236 -0.812
C -0.161 1.083 -0.931
C -1.272 0.690 0.026
O -1.734 1.413 1.317
H 1.559 0.092 -1.763
H 1.841 0.959 -0.377
H -0.565 0.768 -1.897
H 0.022 2.168 -0.918
H -1.170 -0.384 0.205
H -2.143 0.847 -0.605
H -0.985 0.999 1.919

=====

No. 6
17
Properties=species:S:1:pos:R:3 method="wB97M-V/def2-TZVPD" gap_ev=7.379 e_above_lowest_kj_mol=411.1 lumo_ha=-0.01069 e_tot_ev=-8426.980 fmax_ev_per_a=0.53
C 1.025 0.356 1.300
C 0.365 1.361 0.362
O 0.711 0.982 -0.990
C -0.064 0.189 -1.666
C -1.365 -0.265 -1.431
C -1.954 -0.451 -0.175
C 0.757 -1.109 0.931
H 0.670 0.579 2.313
H 2.103 0.547 1.285
H -0.722 1.364 0.461
H 0.781 2.366 0.479
H 0.446 -0.102 -2.587
H 0.524 -1.208 -0.127
H -1.821 -0.534 -2.387
H -2.985 -0.827 -0.321
H 1.635 -1.736 1.093
H -0.106 -1.512 1.459